{
  "formula": "C23H38INO13",
  "method": "wB97M-V/def2-TZVPD",
  "smiles": "C[C@@H](I)CN(O)C(=O)OCOc1ccccc1.CCOC(=O)OC.CCOC(=O)OC.CCOC(=O)OC",
  "de_lowest_kj_mol": 37.6,
  "molar_mass_g_mol": 663.46,
  "gap_ha": 0.35268,
  "e_tot_ha": -2229.7168,
  "homo_ev": -9.447,
  "symbols": ["I", "O", "O", "O", "O", "O", "O", "O", "O", "O", "O", "O", "O", "O", "N", "C", "C", "C", "C", "C", "C", "C", "C", "C", "C", "C", "C", "C", "C", "C", "C", "C", "C", "C", "C", "C", "C", "C", "H", "H", "H", "H", "H", "H", "H", "H", "H", "H", "H", "H", "H", "H", "H", "H", "H", "H", "H", "H", "H", "H", "H", "H", "H", "H", "H", "H", "H", "H", "H", "H", "H", "H", "H", "H", "H", "H"],
  "xyz": [[2.2753, 2.2730, -2.4381], [-0.7949, -0.5638, 6.3386], [4.9091, -2.4398, 5.2667], [-2.0493, 3.3627, -7.4782], [-1.8052, 5.0117, -5.9483], [-1.3385, 2.8455, -5.5068], [2.8906, -2.7920, 4.5882], [-2.1663, -0.7616, -0.3213], [3.1975, -1.5713, 6.4649], [-2.6994, -1.4491, 5.5019], [0.2581, -3.5479, -1.7696], [-1.1923, -0.3415, 4.2281], [-0.0929, -1.4957, -0.9144], [2.9115, -2.2588, -0.7966], [2.0184, -2.0864, -1.8682], [5.9723, -2.7750, 7.4278], [-1.6657, -0.8491, 5.3662], [2.1169, -0.7548, -2.5044], [-1.7421, 3.8571, -6.2781], [4.3979, 0.2399, -1.8607], [-3.1277, 0.4940, 3.0195], [0.6719, -2.4345, -1.5282], [-2.0190, -0.5347, 3.0706], [1.4801, -2.6582, 4.7771], [-2.4830, 4.3262, -8.4472], [-4.3052, -0.4061, -1.3661], [5.8438, -1.8909, 6.2049], [-1.3026, 5.0304, -9.0827], [-4.3974, 0.4113, -3.6194], [3.6244, -2.1998, 5.5326], [-1.2042, -1.0081, 7.6331], [-2.9358, -0.3560, -1.4207], [-1.4291, -1.9260, -0.6851], [2.8675, 0.3147, -1.6854], [-2.2645, 0.0951, -2.5534], [-0.9247, 3.2371, -4.1954], [-3.0133, 0.4611, -3.6535], [-5.0413, -0.0049, -2.4731], [-1.1775, 0.1403, -2.5560], [-1.3697, -0.4147, 2.2046], [-1.5102, -2.6627, 0.1258], [1.1937, -1.6156, 4.8995], [2.7121, -0.8947, -3.4219], [-1.6347, 5.6906, -9.8843], [-2.7164, 1.5021, 3.0888], [-2.4869, 0.7910, -4.5493], [-0.7561, 2.3306, -3.6214], [2.4562, -2.1774, 0.0554], [6.8003, -1.8368, 5.6866], [5.5639, -0.8728, 6.4760], [-1.4533, -2.0677, 7.6241], [0.9900, -3.0500, 3.8886], [6.2135, -3.7982, 7.1356], [-0.5988, 4.3034, -9.4909], [-3.8159, 0.3685, 3.8562], [-2.0533, -0.4203, 7.9802], [1.1327, -0.4112, -2.8420], [4.8483, -0.5041, -1.1900], [5.0352, -2.8107, 7.9839], [2.6527, 0.2727, -0.6148], [-2.4150, -1.5507, 3.0418], [-1.9121, -2.3577, -1.5666], [1.1616, -3.2450, 5.6388], [-3.6914, 0.4038, 2.0908], [6.7533, -2.4025, 8.0911], [-6.1300, -0.0023, -2.4730], [-3.0329, 3.7701, -9.2055], [0.0078, 3.7975, -4.2487], [-0.7610, 5.6259, -8.3473], [-4.9242, 0.7345, -4.5153], [-0.3662, -0.8502, 8.3071], [4.6857, 0.0397, -2.9008], [-1.6950, 3.8255, -3.6996], [-4.8378, -0.7387, -0.4767], [-3.1776, 5.0369, -7.9989], [4.8685, 1.1971, -1.5975]],
  "forces_ev_per_a": [[-0.1, -0.4, 0.3], [0.0, -0.1, -0.1], [0.0, 0.1, -0.2], [-0.2, -0.1, 0.1], [0.0, 0.0, 0.0], [-0.1, 0.0, 0.0], [0.0, 0.0, -0.1], [-0.1, -0.9, -0.5], [0.0, 0.0, 0.0], [0.0, -0.1, 0.0], [0.1, 1.1, 0.4], [0.2, -0.2, 0.0], [0.9, -0.4, -0.5], [0.4, -0.4, 0.3], [-1.3, 1.1, -0.2], [-0.2, -0.2, 0.1], [0.0, 0.2, 0.0], [0.9, 0.3, -0.3], [0.1, 0.0, -0.2], [0.2, 0.4, 0.2], [-0.1, 0.1, 0.3], [-0.2, -2.0, -0.1], [-0.3, 0.1, -0.5], [-0.3, 0.0, 0.0], [-0.1, 0.3, -0.5], [-0.8, 0.0, 0.3], [0.4, 0.1, 0.4], [0.2, 0.0, 0.2], [0.2, 0.3, -0.5], [0.1, -0.1, 0.0], [0.1, 0.0, 0.3], [0.9, 0.4, 0.3], [-1.4, 0.5, 0.7], [0.6, -0.1, -0.2], [-0.2, -0.1, 0.1], [0.0, 0.0, 0.3], [0.6, 0.1, -0.4], [-0.4, 0.1, -0.3], [-0.2, 0.0, 0.0], [0.2, 0.1, 0.2], [0.5, 0.3, 0.0], [0.1, 0.0, 0.1], [-0.2, 0.1, 0.2], [0.0, 0.0, 0.0], [0.1, 0.0, -0.1], [-0.3, 0.0, 0.1], [0.0, -0.1, -0.2], [-0.2, 0.3, -0.2], [-0.1, -0.1, -0.2], [-0.2, -0.1, 0.0], [-0.1, 0.1, -0.1], [0.2, -0.1, -0.1], [0.1, 0.1, 0.0], [-0.1, 0.0, -0.1], [0.0, -0.1, 0.0], [-0.1, -0.1, -0.1], [0.1, -0.2, 0.4], [-0.3, -0.1, -0.3], [0.0, 0.1, 0.0], [-0.4, 0.3, -0.3], [0.0, 0.0, 0.2], [0.6, -0.1, -0.1], [0.0, 0.1, 0.1], [0.1, 0.0, 0.0], [0.0, 0.0, 0.0], [0.2, -0.1, 0.2], [0.1, -0.2, 0.2], [-0.1, 0.1, 0.0], [-0.1, 0.1, 0.0], [-0.2, -0.2, 0.3], [0.1, 0.1, -0.2], [-0.2, -0.1, 0.2], [0.0, 0.1, -0.1], [0.3, 0.0, -0.1], [0.1, 0.0, 0.2], [-0.2, -0.2, 0.0]],
  "mulliken_charge": [0.060, -0.282, -0.372, -0.381, -0.551, -0.308, -0.348, -0.219, -0.565, -0.558, -0.545, -0.369, -0.088, -0.379, 0.100, -1.094, 0.720, -0.569, 0.734, -1.234, -1.167, 0.360, 0.167, -0.683, -0.184, -0.291, -0.172, -1.112, -0.791, 0.757, -0.723, 0.045, -0.759, 0.052, 0.423, -0.165, -0.531, -0.516, 0.022, 0.114, 0.497, 0.319, 0.333, 0.362, 0.344, 0.544, -0.309, 0.352, 0.291, 0.309, 0.317, 0.281, 0.296, 0.294, 0.370, 0.307, 0.078, 0.306, 0.306, 0.329, 0.281, 0.496, 0.306, 0.241, 0.353, 0.374, 0.293, 0.316, 0.312, 0.403, 0.237, 0.346, 0.329, 0.444, 0.320, 0.427]
}